Below is 3 unconnected molecules or ions with the total composition C4H14N2O2 at a distorted geometry, with properties calculated with ωB97M-V/def2-TZVPD.

Last column: Mulliken charge in e.
Atoms and positions in Å:
C  0.8935  2.6683  1.1294  -1.061
C  -0.0895  2.1468  0.0417  -0.022
C  -1.3280  1.2970  0.4738  -1.054
N  -1.0222  -0.1685  0.3393  -0.397
C  -0.8967  -0.7148  -0.8008  0.058
N  -0.8879  -0.0150  -2.0518  -0.493
H  0.5522  2.2030  2.1403  0.252
H  1.9514  2.3673  0.8810  0.256
H  0.9518  3.7511  1.1642  0.292
H  -0.5535  2.9747  -0.6480  0.313
H  0.5957  1.5886  -0.5972  0.248
H  -2.2337  1.6926  0.1585  0.366
H  -1.5220  1.4124  1.5402  0.451
H  -0.5518  -1.7631  -0.7930  0.296
H  -0.1046  -0.1964  -2.5992  0.217
H  -1.2683  0.9724  -2.0755  0.280
O  0.6827  -5.2546  -1.2098  -0.657
H  0.8590  -4.3243  -1.0264  0.331
H  -0.2483  -5.3465  -1.6557  0.327
O  1.4052  -2.1366  1.7532  -0.653
H  2.1391  -1.6607  2.1033  0.297
H  0.6759  -1.4936  1.7329  0.352

Structure (SMILES): CCC/N=C\N.O.O
Energy above the lowest of the compared OMol25 structures with the same formula, charge and spin (kJ/mol): 196.94
Frontier orbital gap (eV): 9.98
E_HOMO (eV): -9.3
Maximum force (eV/Å): 3.824